Here is a 2-piece molecular cluster, C6H14Cl overall from the Open Molecules 2025 dataset. Energies are from ωB97M-V/def2-TZVPD.

```
21
Properties=species:S:1:pos:R:3:lowdin_spin:R:1
H -0.678 -0.875 0.421 0.00
H 1.291 -0.765 -2.318 0.00
C -1.856 0.792 -0.011 0.14
H -1.718 0.006 4.843 0.00
H 3.599 -0.010 -0.445 0.00
H 3.097 0.900 -1.878 0.00
H 1.767 -1.702 -0.918 0.00
C -3.000 -0.015 0.008 0.71
H 0.894 1.251 -0.974 0.00
H 3.787 -0.683 -2.065 0.00
H -1.848 0.980 1.055 0.04
C -0.673 -0.148 -0.375 0.01
Cl -2.106 0.114 6.018 0.00
H -2.745 -0.980 0.463 0.04
H -0.924 -0.643 -1.286 0.00
H 1.275 0.387 0.492 0.00
H -3.885 0.147 0.675 0.04
C 0.802 0.296 -0.487 0.00
C 1.687 -0.666 -1.306 0.00
H -1.883 1.709 -0.482 0.01
C 3.117 -0.097 -1.431 0.00
```

Calculated values
Frontier orbital gap (spin up / spin down) = 9.0 / 11.2 eV
Net charge = 0
2S+1 = 2
E_HOMO (spin up / spin down) = -8.42 / -10.99 eV
E = -18968.59137 eV
LUMO level (spin up / spin down) = 0.5 / 0.2 eV

***

Here is a 2-piece molecular cluster, C6H14Cl2NO5S2 overall from the Open Molecules 2025 dataset. Energies are from ωB97M-V/def2-TZVPD.

```
30
Properties=species:S:1:pos:R:3:nbo_charge:R:1
C -2.494 -3.254 -2.918 -0.38
Cl -5.174 -3.053 -2.363 -0.08
O -1.493 -0.817 0.296 -0.95
O -0.844 -1.012 2.696 -0.92
H -2.617 -2.396 -3.586 0.23
C 3.742 1.193 0.242 -0.42
H -3.445 -4.132 -1.169 0.22
H 4.406 -0.035 2.129 0.22
H 4.868 1.856 2.150 0.21
S -2.892 1.880 0.806 1.88
O -3.279 3.369 1.160 -0.94
H 4.276 1.774 -0.632 0.20
H 3.276 0.163 -0.141 0.22
Cl -2.627 -4.738 -3.895 -0.09
C 2.492 2.075 0.833 -0.44
H -4.080 1.102 0.979 0.04
C 1.069 1.400 0.271 -0.11
O -2.403 1.918 -0.673 -0.93
H -1.477 -3.231 -2.516 0.23
H 2.458 1.895 2.012 0.22
H 1.190 1.112 -0.875 0.19
N -1.673 1.402 1.961 -1.04
H 5.868 0.607 1.086 0.20
C 4.799 0.873 1.496 -0.63
S -0.810 -0.036 1.456 2.21
H 2.561 3.225 0.626 0.21
C -3.501 -3.225 -1.779 -0.39
H -3.302 -2.367 -1.130 0.26
O 0.841 0.208 1.103 -0.68
H 0.263 2.243 0.376 0.24
```

Calculated values
Frontier orbital gap = 9.1 eV
Net charge = -1
2S+1 = 1
E_HOMO = -6.36 eV
E = -64888.44077 eV
LUMO level = 2.7 eV

***

Here is a 6-piece molecular cluster, C6H14Cl8N2O4 overall from the Open Molecules 2025 dataset. Energies are from ωB97M-V/def2-TZVPD.

```
34
Properties=species:S:1:pos:R:3:nbo_charge:R:1
N -24.269 -0.047 -0.685 0.53
Cl -16.561 0.819 5.335 -0.01
Cl -21.735 -3.990 -1.009 -0.04
Cl -19.355 1.392 5.952 -0.03
H -24.912 2.276 5.485 0.23
H -17.653 0.720 7.416 0.23
H -23.480 0.822 1.019 0.25
O -22.703 -0.552 2.609 -0.39
N -23.130 -0.461 3.738 0.54
C -25.166 2.599 4.484 -0.40
H -25.238 0.561 1.027 0.23
H -22.093 -2.197 0.502 0.23
H -21.170 -0.252 4.470 0.24
Cl -22.755 2.640 7.477 -0.02
O -25.288 -0.548 -1.112 -0.37
Cl -26.163 4.035 4.598 0.00
H -25.701 1.823 3.952 0.23
H -22.378 -0.879 5.603 0.23
Cl -22.832 -4.119 1.702 -0.04
Cl -23.663 2.911 3.590 -0.05
H -24.588 1.917 0.069 0.24
H -22.912 0.878 9.063 0.23
Cl -20.764 1.743 9.438 -0.02
C -22.139 1.284 8.424 -0.40
C -17.922 0.471 6.398 -0.40
H -23.604 -2.901 -0.159 0.22
C -22.182 -0.136 4.836 -0.50
H -18.140 -0.585 6.301 0.22
O -24.289 -0.634 4.057 -0.39
H -21.791 0.537 7.720 0.21
H -22.374 0.893 5.124 0.25
C -24.391 0.922 0.449 -0.49
C -22.631 -3.104 0.266 -0.38
O -23.151 -0.250 -1.128 -0.39
```

Calculated values
Frontier orbital gap = 10.4 eV
Net charge = 0
2S+1 = 1
E_HOMO = -10.70 eV
E = -117793.18643 eV
LUMO level = -0.3 eV

***

Here is C6H14ClIrO2Tl as an isolated structure from the Open Molecules 2025 dataset. Energies are from ωB97M-V/def2-TZVPD.

```
25
Properties=species:S:1:pos:R:3:lowdin_spin:R:1
O 0.816 0.543 3.406 0.06
H 1.074 -1.121 -0.693 0.06
H -2.668 1.296 1.435 0.04
H 1.368 -1.409 4.949 0.00
H -0.457 0.807 -4.653 0.00
H 0.084 -2.402 4.234 0.00
Ir -0.319 0.460 0.812 2.38
H -1.911 1.334 -3.700 0.00
H -2.171 -0.171 2.331 0.03
H -2.783 -0.316 0.658 0.03
H -1.454 -0.421 -3.763 0.00
C 0.653 -0.688 3.094 0.05
O 0.172 -1.039 1.917 0.16
H -0.818 -1.494 -0.912 0.04
C 0.978 -1.811 4.015 0.01
H 2.382 2.282 -2.161 0.00
Tl 0.203 0.787 -2.244 0.12
H 2.139 1.391 -3.726 0.00
H 2.756 0.511 -2.264 0.00
C 0.032 -0.752 -0.716 0.44
Cl -0.646 2.411 -0.460 0.21
C -1.139 0.607 -3.832 0.04
C 2.183 1.345 -2.639 0.02
C -2.209 0.310 1.343 0.28
H 1.735 -2.462 3.569 0.00
```

Calculated values
Frontier orbital gap (spin up / spin down) = 4.1 / 7.3 eV
Net charge = -1
2S+1 = 5
E_HOMO (spin up / spin down) = -1.45 / -4.66 eV
E = -30593.34546 eV
LUMO level (spin up / spin down) = 2.7 / 2.6 eV

***

Here is a 2-piece molecular cluster, C6H14F2N4O2 overall from the Open Molecules 2025 dataset. Energies are from ωB97M-V/def2-TZVPD.

```
28
Properties=species:S:1:pos:R:3:nbo_charge:R:1
N 3.681 -0.916 1.025 -0.88
N -2.765 -0.547 -4.244 -0.87
H 1.169 -0.379 1.911 0.22
H 3.252 -1.599 1.685 0.37
H 4.039 -0.059 1.500 0.37
C 0.074 1.723 1.850 -0.24
N -1.249 0.998 2.038 -0.52
H 2.684 1.688 -0.168 0.19
H 2.273 1.119 2.239 0.19
C 2.806 -0.613 -0.171 -0.22
N -1.437 0.006 1.088 -0.39
H -2.500 -0.539 -3.252 0.49
F -2.142 -2.454 0.832 -0.41
H -1.950 -0.804 -4.813 0.45
C 1.358 0.740 1.574 -0.44
H -3.095 0.386 -4.518 0.46
C 1.917 0.792 0.009 -0.43
H 3.531 -0.400 -1.090 0.17
H -3.515 -1.232 -4.392 0.45
O -3.765 0.886 0.617 -0.52
O -1.111 -1.741 2.912 -0.56
C -2.634 0.280 0.191 0.93
H 0.026 2.587 1.031 0.14
F -2.530 -0.211 -1.227 -0.47
H 2.063 -1.484 -0.409 0.19
H 0.297 2.289 2.877 0.20
C -1.531 -1.379 1.695 0.92
H 1.054 0.866 -0.789 0.19
```

Calculated values
Frontier orbital gap = 3.9 eV
Net charge = 0
2S+1 = 1
E_HOMO = -6.03 eV
E = -21929.79028 eV
LUMO level = -2.1 eV

***

Here is C6H14FNNaO2S as an isolated structure from the Open Molecules 2025 dataset. Energies are from ωB97M-V/def2-TZVPD.

```
26
Properties=species:S:1:pos:R:3:nbo_charge:R:1
H 2.791 1.747 0.149 0.22
H 2.015 -0.406 1.586 0.20
H 3.149 -1.748 -0.916 0.22
H -1.384 1.665 -1.039 0.14
C 2.517 -0.329 0.623 -0.41
O -4.224 -1.858 -0.257 -0.86
C -0.399 0.444 0.372 -0.45
C 2.353 -1.611 -0.191 -0.60
H -2.268 1.553 0.493 0.24
H 1.400 -1.689 -0.712 0.18
H -0.102 -0.430 -0.200 0.23
C -1.699 0.977 -0.233 -0.24
H 0.878 1.807 1.435 0.22
C 2.078 0.962 -0.090 -0.39
H -0.598 0.106 1.386 0.24
N -2.590 -0.077 -0.849 -0.96
C 0.720 1.499 0.403 -0.39
H 3.580 -0.228 0.831 0.22
F -3.141 -0.569 1.473 -0.45
Na -2.935 1.515 -2.147 0.99
H 0.453 2.393 -0.163 0.19
H 2.025 0.849 -1.173 0.19
S -2.970 -1.358 0.171 2.53
H 2.393 -2.463 0.487 0.22
H -2.172 -0.503 -1.675 0.40
O -1.871 -2.248 0.235 -0.87
```

Calculated values
Frontier orbital gap = 9.2 eV
Net charge = +1
2S+1 = 1
E_HOMO = -13.96 eV
E = -29996.34950 eV
LUMO level = -4.8 eV

***

| no. | F_max (eV/Å) |
| --- | --- |
| 1 | 5.21 |
| 2 | 7.35 |
| 3 | 0.88 |
| 4 | 5.03 |
| 5 | 10.10 |
| 6 | 2.74 |